Record 1
Computed, not measured: a molecular structure, C38H31As2LiN2STe, with ωB97M-V with the def2-TZVPD basis set.

Calculated values
LUMO	0.1445	hartree
orbital gap	4.28	eV

```
! RIJCOSX wB97M-V def2-TZVPD def2/J DEFGRID3
* xyz -2 1
Li 1.691 -0.060 -0.925
C 0.123 -2.571 1.888
C 0.502 -1.695 3.063
As 1.308 0.187 2.251
C 2.055 2.331 2.106
C 3.415 2.644 2.137
C 3.871 3.952 2.272
C 2.962 4.996 2.391
C 1.603 4.711 2.403
C 1.171 3.396 2.269
C 1.718 0.499 4.154
C 0.775 1.203 4.902
C 0.812 1.214 6.289
C 1.803 0.513 6.962
C 2.768 -0.169 6.231
C 2.724 -0.170 4.845
As -0.446 -1.468 0.359
C -1.135 -2.962 -0.754
C -0.642 -4.261 -0.670
C -1.161 -5.279 -1.460
C -2.181 -5.015 -2.360
C -2.650 -3.714 -2.493
C -2.121 -2.704 -1.707
C -2.252 -0.957 0.940
C -2.910 -1.526 2.027
C -4.205 -1.154 2.359
C -4.873 -0.188 1.619
C -4.238 0.383 0.526
C -2.949 -0.006 0.192
H -0.663 -3.307 2.105
H 1.003 -3.126 1.558
H 1.174 -2.212 3.756
H -0.383 -1.382 3.633
H 4.138 1.838 2.037
H 4.938 4.161 2.267
H 3.311 6.020 2.481
H 0.882 5.519 2.506
H 0.097 3.209 2.277
H -0.013 1.742 4.385
H 0.056 1.758 6.848
H 1.818 0.499 8.047
H 3.547 -0.717 6.752
H 3.465 -0.722 4.274
H 0.157 -4.489 0.025
H -0.773 -6.288 -1.366
H -2.600 -5.813 -2.962
H -3.434 -3.491 -3.207
H -2.488 -1.692 -1.829
H -2.420 -2.280 2.630
H -4.696 -1.618 3.207
H -5.876 0.117 1.895
H -4.746 1.132 -0.070
H -2.478 0.434 -0.679
Te 3.231 -0.900 1.136
N -1.443 -0.231 -10.338
C -0.968 -0.246 -9.287
C -0.388 -0.259 -7.993
C 0.988 -0.056 -7.820
C 1.541 -0.052 -6.560
C 0.750 -0.248 -5.412
C -0.631 -0.460 -5.601
C -1.188 -0.464 -6.858
C 1.296 -0.226 -4.108
C 1.750 -0.208 -2.964
H 1.605 0.104 -8.696
H 2.603 0.105 -6.426
H -1.241 -0.620 -4.722
H -2.251 -0.621 -6.992
S -1.143 3.358 -0.936
C 0.247 3.824 -1.837
C 1.236 2.916 -1.659
N 0.943 1.888 -0.808
C -0.271 1.963 -0.371
H 0.223 4.703 -2.459
H 2.211 2.942 -2.120
H -0.654 1.366 0.443
*
```

---

Record 2
Computed, not measured: 12 unconnected molecules or ions with the total composition C31H69Br10N7O7, with ωB97M-V with the def2-TZVPD basis set.

Calculated values
LUMO (alpha / beta)	-0.1197 / -0.3006	hartree
orbital gap (alpha / beta)	7.30 / 2.38	eV

```
! RIJCOSX wB97M-V def2-TZVPD def2/J DEFGRID3
* xyz 1 2
Br 1.205 -4.944 2.349
C -0.475 -4.012 2.451
C -1.544 -4.948 1.730
Br -1.031 -4.928 -0.169
H -0.466 -3.071 1.902
H -0.780 -3.935 3.495
H -2.516 -4.462 1.643
H -1.621 -5.910 2.236
Br -4.103 2.182 0.134
C -4.268 2.882 -1.694
C -2.906 3.496 -2.021
Br -2.775 4.253 -3.870
H -5.042 3.649 -1.683
H -4.428 2.059 -2.391
H -2.137 2.742 -1.855
H -2.702 4.355 -1.383
Br -2.049 -0.185 -1.709
C -0.749 -1.128 -0.632
C -0.151 -0.196 0.460
Br 1.699 -0.721 1.082
H -0.038 -1.526 -1.356
H -1.190 -2.007 -0.162
H -0.750 -0.105 1.366
H -0.029 0.831 0.116
Br 6.766 -1.651 2.889
C 5.133 -1.927 4.093
C 3.810 -2.362 3.350
Br 2.251 -2.163 4.642
H 4.917 -0.988 4.603
H 5.408 -2.686 4.825
H 3.945 -3.403 3.056
H 3.731 -1.752 2.450
Br 4.962 0.647 0.594
C 4.384 1.606 2.282
C 3.139 2.539 2.045
Br 2.524 3.634 3.645
H 5.262 2.182 2.575
H 4.182 0.900 3.088
H 2.238 1.931 1.971
H 3.268 3.150 1.152
C -2.552 -0.856 3.268
O -2.800 -1.737 2.433
N -2.392 -1.059 4.571
C -2.185 0.001 5.544
C -2.412 -2.427 5.146
H -2.593 0.208 2.989
H -1.308 -0.280 6.127
H -3.056 0.003 6.200
H -1.907 0.972 5.134
H -3.395 -2.693 5.533
H -2.270 -3.286 4.490
H -1.630 -2.609 5.884
C 3.123 0.794 -2.319
O 1.897 1.036 -2.404
N 3.695 -0.319 -2.780
C 5.131 -0.439 -2.953
C 2.814 -1.471 -3.213
H 3.847 1.385 -1.736
H 5.414 -1.410 -2.547
H 5.701 0.306 -2.399
H 5.384 -0.290 -4.002
H 2.859 -1.648 -4.287
H 3.333 -2.363 -2.861
H 1.810 -1.530 -2.793
C 4.599 -4.966 -1.746
O 3.977 -5.788 -2.379
N 4.022 -4.094 -0.874
C 4.871 -3.224 -0.106
C 2.591 -3.914 -0.702
H 5.668 -4.725 -1.851
H 5.923 -3.508 -0.154
H 4.697 -3.424 0.952
H 4.674 -2.170 -0.301
H 2.074 -4.823 -1.009
H 2.208 -3.710 0.298
H 2.181 -3.046 -1.217
C -0.694 0.173 -7.276
O -0.261 -0.883 -7.756
N -0.583 0.426 -5.990
C -1.125 1.593 -5.314
C -0.037 -0.531 -5.048
H -1.356 0.859 -7.826
H -1.670 2.138 -6.084
H -0.255 2.138 -4.947
H -1.932 1.403 -4.607
H -0.682 -0.670 -4.181
H 0.042 -1.537 -5.459
H 0.900 -0.076 -4.728
C -5.880 -3.513 0.412
O -6.565 -4.461 0.739
N -6.179 -2.718 -0.652
C -7.349 -2.961 -1.589
C -5.287 -1.616 -0.909
H -5.079 -3.197 1.098
H -7.748 -3.967 -1.460
H -6.926 -2.863 -2.589
H -8.126 -2.207 -1.462
H -4.325 -1.560 -0.399
H -5.190 -1.501 -1.989
H -5.719 -0.663 -0.604
C 2.940 4.836 -2.003
O 3.782 4.052 -1.531
N 1.659 4.817 -1.601
C 0.627 5.673 -2.128
C 1.149 3.835 -0.658
H 3.080 5.579 -2.803
H 1.046 6.171 -3.002
H 0.300 6.535 -1.546
H -0.244 5.160 -2.538
H 1.824 2.981 -0.597
H 1.118 4.219 0.362
H 0.174 3.509 -1.018
C -1.087 3.506 2.281
O -0.733 2.323 2.540
N -2.084 4.197 2.898
C -2.172 5.629 2.868
C -3.119 3.626 3.749
H -0.562 4.237 1.648
H -2.996 5.889 2.204
H -1.325 6.179 2.458
H -2.224 6.032 3.880
H -4.053 3.402 3.234
H -2.731 2.660 4.074
H -3.412 4.224 4.612
*
```

---

Record 3
Computed, not measured: a molecular structure, C22H14ClN5O4Se2V, with ωB97M-V with the def2-TZVPD basis set.

Calculated values
LUMO (alpha / beta)	-0.0674 / -0.0789	hartree
orbital gap (alpha / beta)	6.10 / 4.52	eV

```
! RIJCOSX wB97M-V def2-TZVPD def2/J DEFGRID3
* xyz 0 2
V 0.268 0.946 -0.735
O 5.383 0.174 1.903
C 4.430 -0.176 2.754
O 4.672 -0.579 3.860
C 3.017 -0.040 2.285
C 1.897 -0.335 3.050
Cl 1.742 -0.910 4.629
N 0.797 -0.102 2.306
N 1.158 0.337 1.094
C 2.482 0.388 1.061
C 3.062 0.914 -0.226
O 4.267 0.998 -0.363
O 2.163 1.250 -1.097
C -0.593 -0.186 2.643
C -1.386 -1.097 1.969
C -2.746 -1.125 2.236
C -3.289 -0.254 3.170
C -2.476 0.651 3.841
C -1.118 0.692 3.574
H 5.033 0.519 1.047
H -0.945 -1.774 1.245
H -3.379 -1.828 1.712
H -4.351 -0.277 3.374
H -2.902 1.335 4.561
H -0.469 1.404 4.067
Se -1.379 -0.436 -3.262
N -0.342 -0.636 -1.759
C -0.102 -1.961 -1.637
C 0.722 -2.563 -0.648
C 0.864 -3.917 -0.635
C 0.206 -4.746 -1.590
C -0.580 -4.211 -2.558
C -0.745 -2.794 -2.616
N -1.482 -2.173 -3.533
H 1.243 -1.941 0.069
H 1.496 -4.376 0.114
H 0.346 -5.818 -1.542
H -1.079 -4.819 -3.300
Se -1.359 2.578 0.050
C -1.415 3.232 -1.761
C -0.455 4.111 -2.250
C -0.534 4.522 -3.573
N -1.483 4.124 -4.421
C -2.402 3.287 -3.944
C -2.415 2.816 -2.638
H 0.344 4.468 -1.614
H 0.207 5.206 -3.971
H -3.173 2.974 -4.639
H -3.200 2.149 -2.302
*
```

---

| no. | F_max (Eh/bohr) |
| --- | --- |
| 1 | 0.031 |
| 2 | 0.085 |
| 3 | 0.023 |